Entry w
# C6H8N2O2

One molecule with the formula C6H8N2O2 (the ωB97M-V functional and the def2-TZVPD basis, the Open Molecules 2025 dataset).

Structure (XYZ):
```
18
C6H8N2O2 (the ωB97M-V functional and the def2-TZVPD basis)
O 3.95 -0.44 0.06
O 3.02 1.52 -0.10
N -0.85 -0.44 -0.10
N 3.04 0.32 -0.18
C -2.24 -0.56 0.26
C 1.29 -1.51 -0.23
C -0.71 2.05 0.02
C -0.11 -1.62 -0.10
C 1.87 -0.28 -0.42
C -0.26 0.69 0.00
H -2.85 -1.19 -0.38
H 1.97 -2.42 -0.36
H -1.60 2.09 -0.68
H 0.11 2.72 -0.23
H -1.04 2.25 0.98
H -0.62 -2.57 -0.08
H -2.18 -1.05 1.26
H -2.80 0.45 0.28
```

Summary:
Gap between HOMO and LUMO = 0.2723 hartree

=====

Entry x
# C6H8N2O2

A 2-piece molecular cluster, C6H8N2O2 overall (the ωB97M-V functional and the def2-TZVPD basis, the Open Molecules 2025 dataset).

Structure (XYZ):
```
18
C6H8N2O2 (the ωB97M-V functional and the def2-TZVPD basis)
O 0.62 2.38 0.57
O -1.72 -0.11 -2.18
N -0.60 0.99 -0.81
N -0.59 0.64 1.49
C -0.20 1.40 0.45
C -1.36 -0.03 -1.04
C -1.71 -0.93 0.09
C 2.35 -0.16 -0.18
C 1.49 -1.07 -0.70
C -1.37 -0.50 1.25
H -1.59 -0.96 2.17
H 2.74 -0.21 0.87
H -2.49 -1.70 -0.11
H 1.15 -1.01 -1.91
H 2.52 0.81 -0.67
H -0.54 0.94 2.41
H -0.08 1.43 -1.73
H 1.37 -1.92 0.02
```

Summary:
Gap between HOMO and LUMO = 0.3769 hartree
SMILES = O=c1cc[nH]c(=O)[nH]1.C=C

=====

It is entry x that is most stable; the runner-up trails by 6.832 eV.

=====

Entry w
# C5H16N2O2

A 3-piece molecular cluster, C5H16N2O2 overall (the ωB97M-V functional and the def2-TZVPD basis, the Open Molecules 2025 dataset).

Structure (XYZ):
```
25
C5H16N2O2 (the ωB97M-V functional and the def2-TZVPD basis)
O 0.34 -1.95 -3.10
O 2.13 -3.09 -0.51
N -1.61 1.19 -1.89
N -1.45 2.57 0.68
C -0.42 -0.97 1.71
C 0.53 1.20 1.22
C -0.60 1.00 -0.96
C 0.93 -0.20 1.21
C -0.54 1.62 0.26
H 0.25 1.34 2.33
H 2.50 -2.98 0.35
H 1.69 -0.37 1.98
H -1.16 3.00 1.54
H -1.83 3.26 -0.11
H 1.59 -2.27 -0.67
H -1.68 1.22 -2.89
H -0.71 -1.85 1.07
H 1.33 -0.67 0.32
H -2.49 1.51 -1.68
H 0.35 0.45 -1.36
H -1.45 -0.36 1.79
H 0.12 -2.67 -2.58
H -0.15 -1.32 2.68
H 0.86 -1.44 -2.40
H 1.47 1.80 1.02
```

Summary:
Gap between HOMO and LUMO = 0.2775 hartree
SMILES = CCC/C(N)=C/N.O.O

=====

Entry x
# C5H16N2O2

A 3-piece molecular cluster, C5H16N2O2 overall (the ωB97M-V functional and the def2-TZVPD basis, the Open Molecules 2025 dataset).

Structure (XYZ):
```
25
C5H16N2O2 (the ωB97M-V functional and the def2-TZVPD basis)
O 1.73 1.46 0.38
O 1.63 -0.57 1.32
N 3.42 -0.06 0.02
N -0.96 -0.32 0.09
C 1.06 -0.57 -2.04
C -1.64 0.95 0.34
C -2.33 1.08 1.69
C -1.82 -1.48 0.02
C 2.18 0.19 0.55
H -2.75 2.08 1.80
H -2.54 -1.33 -0.79
H -1.21 -2.35 -0.22
H 1.63 -1.46 -1.79
H -0.88 1.73 0.25
H -2.37 -1.70 0.95
H 3.83 -0.95 0.25
H 1.75 0.19 -2.42
H 3.89 0.60 -0.56
H -3.15 0.37 1.79
H 0.44 -0.84 -2.89
H -1.62 0.91 2.50
H -2.37 1.09 -0.47
H -0.24 -0.47 0.82
H 0.23 -0.40 -1.19
H 2.10 1.86 -0.42
```

Summary:
Gap between HOMO and LUMO = 0.3146 hartree
SMILES = NC(=O)O.CCNC.C

=====

It is entry x that is most stable; the runner-up trails by 2.289 eV.

=====

Entry w
# C5H16N2O2

A 2-piece molecular cluster, C5H16N2O2 overall (the ωB97M-V functional and the def2-TZVPD basis, the Open Molecules 2025 dataset).

Structure (XYZ):
```
25
C5H16N2O2 (the ωB97M-V functional and the def2-TZVPD basis)
O -1.20 -2.17 -2.07
O 2.83 -1.35 -1.05
N -1.52 -0.90 -0.04
N 1.31 0.94 0.63
C -0.14 0.92 0.91
C -0.96 0.43 -0.32
C 2.10 0.91 1.88
C -2.09 1.42 -0.60
C -0.88 -2.00 -0.71
H 2.39 -2.15 -0.76
H 3.13 0.66 1.58
H -0.32 0.15 1.64
H -2.50 -0.92 -0.26
H 2.41 -0.61 -0.59
H -1.21 -2.92 -0.24
H -0.27 0.34 -1.16
H -0.93 -1.43 -2.64
H -2.92 0.93 -1.11
H -1.75 2.24 -1.22
H -2.49 1.89 0.30
H 1.82 -0.01 2.39
H 0.19 -1.85 -0.58
H 2.00 1.76 2.53
H -0.49 1.88 1.30
H 1.51 1.83 0.17
```

Summary:
Gap between HOMO and LUMO = 0.3691 hartree
SMILES = CNC[C@H](C)NCO.O

=====

Entry x
# C5H16N2O2

A 3-piece molecular cluster, C5H16N2O2 overall (the ωB97M-V functional and the def2-TZVPD basis, the Open Molecules 2025 dataset).

Structure (XYZ):
```
25
C5H16N2O2 (the ωB97M-V functional and the def2-TZVPD basis)
O 2.15 1.83 1.59
O -0.28 2.28 3.32
N -1.94 1.84 0.53
N 2.42 -1.60 -1.49
C -1.75 -0.47 -0.03
C -1.75 0.80 -0.41
C 1.04 -1.00 -1.56
C -1.37 -1.65 -0.87
C 0.16 -2.05 -0.76
H -0.85 1.60 3.31
H 0.20 2.55 2.52
H -1.51 -1.53 -1.99
H -1.44 1.19 -1.41
H 2.95 -1.23 -0.70
H 2.87 -1.26 -2.34
H 0.82 -0.12 -1.07
H 3.01 2.01 1.25
H 1.58 2.14 0.86
H -2.05 -0.65 0.97
H 0.31 -2.09 0.32
H -2.53 1.82 1.42
H 0.27 -3.15 -1.17
H -1.02 2.14 0.90
H -2.03 -2.38 -0.56
H 0.75 -1.02 -2.64
```

Summary:
Gap between HOMO and LUMO = 0.3282 hartree
SMILES = N/C=C/CCCN.O.O

=====

It is entry w that is most stable; the runner-up trails by 1.744 eV.

=====

Entry w
# C2H4N3O

A 2-piece molecular cluster, C2H4N3O overall (the ωB97M-V functional and the def2-TZVPD basis, the Open Molecules 2025 dataset).

Structure (XYZ):
```
10
C2H4N3O (the ωB97M-V functional and the def2-TZVPD basis)
O -0.55 -0.51 -1.30
N 0.72 -0.21 1.00
N 1.90 1.66 1.41
N 1.67 0.54 1.16
C -1.69 -0.23 -1.49
C -0.17 -0.95 0.71
H 2.93 1.84 1.41
H -0.11 -2.00 0.51
H -2.09 0.04 -2.63
H -2.61 -0.18 -0.78
```

Summary:
Gap between HOMO and LUMO (alpha / beta) = 0.3250 / 0.3250 hartree
Charge = +1

=====

Entry x
# C2H4N3O

A 2-piece molecular cluster, C2H4N3O overall (the ωB97M-V functional and the def2-TZVPD basis, the Open Molecules 2025 dataset).

Structure (XYZ):
```
10
C2H4N3O (the ωB97M-V functional and the def2-TZVPD basis)
O 0.71 -2.15 0.20
N 2.38 0.19 -0.02
N -1.15 -0.87 -0.45
N 3.38 -0.21 -0.27
C 1.20 0.51 0.32
C 0.03 -1.23 -0.06
H 1.12 0.72 1.39
H -1.46 0.05 -0.29
H 1.00 1.29 -0.29
H -1.65 -1.49 -0.95
```

Summary:
Gap between HOMO and LUMO = 0.3665 hartree
Charge = +1

=====

It is entry x that is most stable; the runner-up trails by 4.044 eV.

=====

Entry w
# C5H6OS2

One molecule with the formula C5H6OS2 (the ωB97M-V functional and the def2-TZVPD basis, the Open Molecules 2025 dataset).

Structure (XYZ):
```
14
C5H6OS2 (the ωB97M-V functional and the def2-TZVPD basis)
S -1.22 1.40 0.40
S 1.05 0.69 -1.77
O -0.72 2.57 1.09
C -2.35 0.45 1.15
C 0.15 0.39 -0.38
C 1.65 -1.31 -0.38
C 2.10 -0.64 -1.44
C 0.49 -0.81 0.20
H -2.35 0.47 2.26
H -2.03 -0.53 0.76
H 0.11 -1.17 1.03
H 2.92 -1.01 -2.09
H -1.87 1.81 -0.68
H 2.08 -2.30 -0.14
```

Summary:
Gap between HOMO and LUMO = 0.3183 hartree
SMILES = C=[S@@H](=O)c1cccs1

=====

Entry x
# C5H6OS2

One molecule with the formula C5H6OS2 (the ωB97M-V functional and the def2-TZVPD basis, the Open Molecules 2025 dataset).

Structure (XYZ):
```
14
C5H6OS2 (the ωB97M-V functional and the def2-TZVPD basis)
S 1.60 -1.39 -0.25
S 3.48 0.95 -0.42
O -2.48 -0.30 -0.34
C 1.99 0.36 -0.24
C -0.13 -0.98 -0.33
C -1.41 -0.66 0.45
C -0.22 0.21 0.61
C 0.70 1.22 -0.03
H -2.94 -1.08 -0.57
H 0.21 -0.08 1.57
H 0.91 2.09 0.59
H -1.67 -1.22 1.32
H -0.37 -0.69 -1.37
H 0.33 1.57 -0.97
```

Summary:
Gap between HOMO and LUMO = 0.3126 hartree
SMILES = O[C@@H]1[C@@H]2CC(=S)S[C@@H]12

=====

It is entry x that is most stable; the runner-up trails by 1.517 eV.

=====

Entry w
# C5H6OS2

C5H6OS2 as an isolated structure (the ωB97M-V functional and the def2-TZVPD basis, the Open Molecules 2025 dataset).

Structure (XYZ):
```
14
C5H6OS2 (the ωB97M-V functional and the def2-TZVPD basis)
S -0.36 -2.20 -2.01
S 1.18 1.18 1.36
O 0.55 -1.78 1.69
C -0.03 2.14 0.36
C 0.36 -1.40 0.55
C -0.54 0.87 -0.33
C 0.66 -0.01 0.08
C -0.22 -2.40 -0.42
H 0.48 2.85 -0.31
H -0.55 -3.34 0.07
H -0.70 0.96 -1.41
H 1.39 -0.10 -0.75
H -1.48 0.52 0.13
H -0.75 2.70 0.97
```

Summary:
Gap between HOMO and LUMO = 0.2686 hartree

=====

Entry x
# C5H6OS2

One molecule with the formula C5H6OS2 (the ωB97M-V functional and the def2-TZVPD basis, the Open Molecules 2025 dataset).

Structure (XYZ):
```
14
C5H6OS2 (the ωB97M-V functional and the def2-TZVPD basis)
S 3.74 0.01 -0.15
S 0.78 -0.61 0.38
O -3.59 -1.06 -0.22
C -0.56 0.60 0.23
C -1.87 0.42 0.04
C -2.99 1.44 -0.01
C 2.23 0.42 -0.22
C -2.42 -0.97 -0.23
H -2.71 2.58 -0.25
H -1.95 -1.91 -0.49
H -3.87 1.38 -0.65
H -0.14 1.56 0.34
H 2.16 1.59 -0.80
H -3.49 1.46 1.07
```

Summary:
Gap between HOMO and LUMO = 0.3124 hartree
SMILES = C/C(C=O)=C/SC=S

=====

Entry y
# C5H6OS2

One molecule with the formula C5H6OS2 (the ωB97M-V functional and the def2-TZVPD basis, the Open Molecules 2025 dataset).

Structure (XYZ):
```
14
C5H6OS2 (the ωB97M-V functional and the def2-TZVPD basis)
S 1.43 -1.07 0.35
S -2.67 -0.19 0.00
O 2.72 -0.63 -0.23
C 0.07 -0.48 -0.83
C 0.39 0.39 0.35
C -1.52 -0.99 0.97
C 0.71 1.78 0.22
C -1.05 -1.29 -0.41
H -1.34 -2.19 -0.92
H -1.60 -1.59 1.84
H -0.02 2.33 -0.46
H 1.82 2.01 -0.16
H 0.59 2.27 1.10
H 0.47 -0.34 -1.81
```

Summary:
Gap between HOMO and LUMO (alpha / beta) = 0.2699 / 0.2857 hartree

=====

It is entry w that is most stable; the runner-up trails by 1.881 eV.